No. 1
{
  "formula": "C8H8ClNO",
  "method": "wB97M-V/def2-TZVPD",
  "e_lumo_ev": 0.4228,
  "symbols": ["C", "C", "C", "C", "C", "C", "C", "C", "H", "H", "H", "H", "H", "H", "H", "H", "N", "O", "Cl"],
  "coordinates": [[-2.349928, 2.753348, -0.244398], [-0.796284, 0.820247, -0.104268], [0.333778, 1.629846, -0.328203], [1.601936, 1.093120, -0.324882], [1.796649, -0.266192, -0.081111], [3.155947, -0.843428, -0.078446], [0.683234, -1.084895, 0.124261], [-0.582928, -0.541161, 0.130596], [-1.984483, 3.145239, -1.198546], [-3.439486, 2.876213, -0.200567], [-1.900902, 3.338114, 0.570090], [-2.809921, 0.735205, 0.138027], [0.192105, 2.685327, -0.509204], [2.460990, 1.759004, -0.504602], [3.967159, -0.149806, -0.253828], [0.833819, -2.121519, 0.299294], [-2.056703, 1.341376, -0.129396], [3.403900, -2.016225, 0.117892], [-1.953410, -1.581937, 0.415334]],
  "forces_ev_per_angstrom": [[-0.06, -0.08, 0.05], [-0.18, 0.68, -0.08], [-0.24, -0.01, -0.01], [0.45, 0.18, 0.05], [0.11, 0.02, -0.23], [-0.60, -0.98, 0.30], [-0.11, 0.90, 0.04], [0.34, -0.58, -0.03], [-0.10, 0.05, 0.07], [0.36, 0.02, -0.07], [-0.06, -0.07, -0.11], [0.03, -0.11, 0.01], [0.02, 0.02, -0.01], [-0.40, -0.43, 0.11], [0.52, 0.62, -0.17], [0.06, -0.73, 0.11], [-0.01, 0.00, 0.06], [-0.15, 0.42, -0.09], [0.03, 0.08, -0.02]],
  "nbo_charge": [-0.413, 0.261, -0.317, -0.130, -0.228, 0.420, -0.150, -0.100, 0.197, 0.217, 0.192, 0.405, 0.219, 0.217, 0.112, 0.246, -0.603, -0.535, -0.012]
}

---

No. 2
{
  "formula": "C8H8CuN2O4S",
  "method": "wB97M-V/def2-TZVPD",
  "total_charge": 2,
  "e_lumo_ev": [-8.4809, -11.1291],
  "s2": 0.76,
  "spin_multiplicity": 2,
  "symbols": ["Cu", "O", "C", "C", "O", "C", "O", "C", "O", "S", "C", "N", "C", "C", "C", "N", "H", "H", "H", "H", "H", "H", "H", "H"],
  "coordinates": [[0.186176, -1.105450, -3.354921], [-0.637824, 3.450710, -2.135746], [-0.432010, 2.324606, -2.116349], [2.011429, -1.014848, -2.612369], [3.041200, -1.230029, -2.107236], [-1.544145, -1.630098, -2.555301], [-2.487799, -2.186545, -2.137873], [0.047241, -0.394888, -5.123602], [0.013092, -0.147182, -6.249721], [0.305338, -2.171336, -0.335310], [0.125537, -0.833184, 0.705302], [-1.095353, -0.352451, 1.033764], [-1.323990, 0.339491, 2.311798], [-0.122531, 1.199509, 2.654847], [1.190253, 0.457335, 2.497810], [1.225623, -0.211749, 1.188550], [-1.884402, -0.876218, 0.647515], [-1.552726, -0.409972, 3.080671], [-2.226463, 0.936486, 2.210782], [-0.214989, 1.627448, 3.657813], [-0.118521, 2.038706, 1.954225], [1.338805, -0.289294, 3.288292], [2.042184, 1.125727, 2.553062], [2.113886, -0.646778, 0.943993]],
  "forces_ev_per_angstrom": [[-0.12, 0.46, 0.53], [0.56, -3.05, 0.08], [-0.54, 2.93, -0.12], [5.20, -1.55, 2.68], [-4.98, 1.38, -2.69], [-4.92, -3.41, 2.16], [4.83, 3.22, -2.33], [-0.18, 1.03, -5.72], [0.11, -0.85, 4.70], [0.21, -0.64, -0.18], [-0.56, 2.39, 0.89], [0.82, -1.57, -0.27], [-0.26, 0.16, 0.38], [-0.06, 0.53, -0.32], [-0.08, 0.15, 0.41], [-0.47, -1.64, 0.13], [0.38, 0.20, 0.30], [0.22, 0.00, -0.16], [0.05, 0.16, -0.08], [0.01, -0.23, -0.16], [0.04, 0.08, 0.12], [-0.09, -0.04, -0.20], [0.04, 0.18, -0.09], [-0.22, 0.13, -0.07]],
  "mulliken_spin": [0.039, 0.000, 0.001, 0.007, -0.004, 0.010, 0.006, 0.008, -0.003, 0.861, -0.084, 0.025, 0.001, 0.004, -0.004, 0.130, 0.000, 0.004, 0.001, -0.001, 0.001, 0.007, 0.004, -0.014]
}

---

No. 3
{
  "formula": "C8H8F3N3",
  "method": "wB97M-V/def2-TZVPD",
  "total_charge": 2,
  "e_lumo_ev": -6.9882,
  "symbols": ["C", "C", "C", "C", "C", "C", "C", "C", "N", "N", "N", "F", "F", "F", "H", "H", "H", "H", "H", "H", "H", "H"],
  "coordinates": [[-10.366405, -7.934551, -0.723875], [-10.845290, -5.747459, -1.637931], [-9.709144, -5.599202, -2.187509], [-8.335039, -7.530161, -1.797552], [11.338124, 7.729506, 1.821453], [-11.260595, -7.063328, -1.016811], [11.638243, 6.404463, 1.818950], [-8.807598, -4.608994, -2.875376], [-9.117237, -7.986442, -1.006882], [11.302163, 8.869530, 1.945937], [-7.232320, -7.890972, -2.407530], [-8.720675, -4.826892, -4.165147], [-9.304847, -3.422301, -2.536985], [-7.638973, -4.572492, -2.319736], [-11.715706, -5.113940, -1.604084], [-12.393527, -7.093684, -0.898736], [12.377450, 6.032572, 1.062403], [10.652384, 5.919321, 1.931109], [12.005094, 6.225242, 2.779915], [10.741181, 9.734914, 1.850997], [-6.671686, -7.226648, -2.917554], [-6.886930, -8.838019, -2.274873]],
  "forces_ev_per_angstrom": [[3.71, -0.04, -1.10], [0.22, -1.25, 0.24], [2.21, -0.80, -0.51], [1.64, 2.61, -3.14], [0.93, 3.05, -0.09], [-4.20, -0.10, 0.76], [-0.45, -2.75, -1.01], [-1.51, 0.13, 1.50], [-5.11, -1.33, 3.34], [-1.71, 0.73, -0.47], [-0.52, 0.06, 0.47], [0.02, 0.29, -0.37], [-1.12, 0.92, -1.14], [2.51, -1.04, 0.24], [0.23, 0.71, -0.22], [1.90, -0.40, 0.06], [-1.09, 0.39, 0.38], [0.29, -0.52, -0.86], [1.18, -0.37, 1.84], [0.88, -0.52, 0.21], [-0.05, 0.04, -0.02], [0.05, 0.18, -0.11]],
  "nbo_charge": [0.425, -0.264, 0.100, 0.588, 0.708, -0.313, -0.796, 0.920, -0.357, -0.414, -0.752, -0.275, -0.289, -0.294, 0.323, 0.294, 0.341, 0.328, 0.324, 0.509, 0.451, 0.444]
}

---

No. 4
{
  "formula": "C8H8FN2O",
  "method": "wB97M-V/def2-TZVPD",
  "total_charge": 1,
  "e_lumo_ev": -5.9180,
  "symbols": ["C", "C", "C", "C", "C", "C", "C", "C", "N", "N", "O", "F", "H", "H", "H", "H", "H", "H", "H", "H"],
  "coordinates": [[1.116742, 1.876667, 1.208614], [0.965979, 0.990563, 2.227236], [0.583798, 1.691697, -0.163680], [0.083630, 0.277611, -0.451336], [-1.274045, -1.249109, 0.452801], [0.449798, -0.413022, 1.957632], [-1.528806, -1.629594, -0.937916], [-0.371155, -1.298310, -2.020024], [0.746911, 2.609773, -1.031955], [-0.111547, -0.561575, 0.598482], [-0.016605, 0.071529, -1.727064], [-0.899631, -1.243573, -3.211807], [1.544820, 2.776972, 1.351904], [1.362026, 1.263803, 3.191243], [1.101982, -1.266420, 1.926352], [-0.325234, -0.648056, 2.862423], [-1.950836, -2.676319, -1.008108], [-2.390298, -0.931757, -1.209626], [0.478431, -1.973413, -2.009545], [0.434042, 2.332533, -2.005626]],
  "forces_ev_per_angstrom": [[-2.32, -3.30, 0.37], [0.99, -0.13, -2.40], [0.93, -0.28, 0.47], [2.14, 2.65, 0.36], [0.04, -1.24, -0.29], [-1.79, 1.03, 2.48], [-0.38, 0.34, -1.55], [-2.25, -0.67, 1.81], [-0.73, -1.15, -0.93], [-1.52, 0.49, -1.00], [-0.20, -1.49, 1.68], [-0.39, -0.17, -1.48], [1.29, 2.97, 0.62], [-0.05, -0.32, 0.24], [1.17, 0.09, 0.79], [1.23, 0.29, -2.81], [0.56, 1.13, 0.02], [0.59, -0.87, 0.07], [0.39, 0.23, 0.20], [0.29, 0.39, 1.35]],
  "nbo_charge": [-0.215, -0.139, 0.130, 0.679, 0.326, -0.260, -0.656, 0.461, -0.444, -0.441, -0.378, -0.286, 0.243, 0.256, 0.251, 0.287, 0.321, 0.306, 0.193, 0.367]
}

---

No. 5
{
  "formula": "C8H8FN5O",
  "method": "wB97M-V/def2-TZVPD",
  "e_lumo_ev": [-0.9208, -3.3235],
  "symbols": ["C", "C", "C", "C", "C", "C", "C", "C", "N", "N", "N", "N", "N", "O", "F", "H", "H", "H", "H", "H", "H", "H", "H"],
  "coordinates": [[1.035499, 1.378237, -0.720122], [1.035911, 2.101281, -1.926784], [-0.130982, 0.671870, -0.428365], [-1.246192, 0.801619, -1.305757], [-1.130445, 1.554560, -2.577715], [-1.517769, -0.617926, 0.922170], [-1.672984, -1.380774, 2.134472], [2.124652, -1.428362, 0.604553], [0.088660, 2.166555, -2.823562], [-2.311763, 0.132137, -1.032344], [-2.554386, -0.448567, 0.090310], [-0.351727, -0.087361, 0.636746], [1.229626, -1.056549, 1.717307], [-2.161304, 1.637376, -3.288707], [1.727385, 0.070704, 2.231987], [1.935485, 1.423726, -0.171221], [2.048691, 2.612141, -2.310489], [-1.093150, -1.034725, 3.033324], [-1.241416, -2.373743, 1.860083], [-2.755129, -1.505366, 2.351725], [1.535300, -2.043619, 0.030583], [2.411513, -0.667068, -0.000156], [2.994523, -1.906146, 0.971963]],
  "forces_ev_per_angstrom": [[-0.21, 0.62, -0.74], [2.15, 0.95, -1.99], [-1.53, 0.27, 0.05], [2.07, -0.48, -0.03], [-2.66, -0.23, -0.67], [0.43, 1.38, -1.28], [-0.30, -1.70, 1.62], [-1.26, -0.29, 2.83], [-0.37, 0.25, -0.41], [-2.46, 0.51, -1.21], [-0.05, -0.84, 0.80], [1.06, 0.85, 0.88], [0.90, -2.05, -0.76], [2.93, 0.31, 1.00], [0.70, 1.54, 0.81], [0.54, -0.34, 0.88], [-2.25, -1.05, 1.28], [-0.63, -0.08, -1.15], [-0.42, 0.37, 0.56], [0.77, 0.02, -0.04], [-1.11, -1.98, -1.36], [0.86, 2.70, -1.57], [0.85, -0.72, 0.52]],
  "nbo_charge": [-0.194, 0.074, 0.147, 0.042, 0.558, 0.397, -0.667, -0.496, -0.415, -0.119, -0.200, -0.364, 0.119, -0.440, -0.253, 0.235, 0.208, 0.258, 0.249, 0.246, 0.208, 0.190, 0.218]
}

---

Going through the records in order, we get energy above the lowest of the compared OMol25 structures with the same formula, charge and spin values of 0.0, 0.0, 0.0, 191.9, 137.0 kJ/mol.
Going through the records in order, we get strongest force on any atom values of 1.19, 6.37, 6.25, 4.05, 3.24 eV/A.